# 1
A structure of composition C21H46MnNOP3S, computed with ωB97M-V with the def2-TZVPD basis set.

XYZ file:
```
74
Properties=species:S:1:pos:R:3:mulliken_spin:R:1
Mn 0.37 0.58 0.14 4.402
P -1.41 -0.62 -1.25 -0.128
P 2.04 -0.18 -1.59 -0.095
P -1.44 1.87 1.26 -0.106
H 4.63 5.71 -0.39 0.000
C 4.19 5.89 0.62 0.001
C 4.70 5.30 1.73 0.001
H 5.30 4.35 1.71 0.000
C -2.01 0.50 -2.54 -0.018
C -1.14 -2.20 -2.16 -0.025
C -2.87 -1.10 -0.23 -0.018
C 3.79 0.24 -1.47 -0.021
C 2.18 -2.03 -1.71 0.010
C 1.53 0.34 -3.29 -0.016
C -0.96 3.41 2.16 -0.013
C -2.14 0.82 2.59 0.002
C -2.76 2.52 0.22 -0.010
H 3.35 6.60 0.71 0.000
H 4.63 5.81 2.72 0.000
H -2.80 0.00 -3.10 -0.007
H -1.18 0.75 -3.21 0.001
H -2.40 1.42 -2.09 -0.003
H -2.11 -2.48 -2.58 -0.007
H -0.80 -2.95 -1.42 0.005
H -0.40 -2.05 -2.96 0.000
H -3.51 -1.76 -0.84 -0.005
H -3.41 -0.19 0.04 0.002
H -2.52 -1.64 0.66 0.004
H 4.43 -0.21 -2.24 -0.005
H 4.14 0.02 -0.46 -0.003
H 3.84 1.32 -1.59 0.012
H 1.94 -2.39 -2.73 0.000
H 1.50 -2.49 -0.97 -0.003
H 3.22 -2.28 -1.46 0.000
H 2.32 0.12 -4.02 -0.004
H 1.35 1.43 -3.28 0.003
H 0.59 -0.14 -3.61 0.001
H -1.89 3.91 2.47 -0.004
H -0.38 4.07 1.49 0.004
H -0.34 3.13 3.03 0.001
H -2.81 1.38 3.26 -0.003
H -1.32 0.38 3.18 -0.005
H -2.69 -0.01 2.12 0.001
H -3.36 3.27 0.74 -0.005
H -3.40 1.71 -0.11 0.001
H -2.30 2.99 -0.65 0.003
C 2.55 2.98 0.40 0.019
C 1.71 3.77 -0.38 0.027
C 2.20 4.40 -1.54 -0.007
C 3.47 4.05 -2.01 0.015
C 4.30 3.26 -1.18 -0.003
C 3.91 2.96 0.12 0.020
S 2.07 1.75 1.57 0.005
H 2.33 0.54 0.38 -0.046
H 0.69 3.96 0.02 -0.016
H 1.57 5.16 -2.07 -0.001
H 3.89 4.39 -2.98 -0.001
H 5.27 2.91 -1.54 0.000
H 4.57 2.57 0.88 -0.001
C 0.41 -3.72 4.18 0.000
N 0.45 -2.48 3.40 0.008
C 0.85 -1.27 4.08 -0.004
C 0.15 -2.40 2.09 0.013
C -0.22 -3.66 1.34 0.002
O 0.17 -1.29 1.48 0.018
H 0.68 -3.50 5.20 0.000
H 1.12 -4.46 3.79 0.000
H -0.58 -4.17 4.17 0.000
H 1.70 -0.76 3.58 0.002
H 0.02 -0.53 4.14 0.000
H 1.14 -1.52 5.10 0.000
H -1.25 -3.61 0.96 0.000
H 0.41 -3.82 0.46 -0.001
H -0.15 -4.56 1.94 0.000
```

Computed properties:
- multiplicity = 5
- charge = +3
- HOMO (alpha / beta) (eV) = -15.78 / -15.78



# 2
A cluster of 6 separate species, C6H21NO6 in total, computed with ωB97M-V with the def2-TZVPD basis set.

XYZ file:
```
34
Properties=species:S:1:pos:R:3:mulliken_spin:R:1
C -0.10 2.19 -1.42 0.008
O -0.59 0.89 -1.06 -0.014
C 0.38 3.04 -0.24 0.046
C 1.05 2.29 0.97 -0.023
C 0.05 1.93 2.06 0.342
C -0.40 0.64 2.21 -0.055
N -1.42 0.27 3.03 0.107
C -1.75 -1.03 3.01 0.524
H 0.69 1.87 -2.13 0.000
H -0.81 2.75 -2.03 0.000
H -1.33 1.00 -0.46 0.008
H 1.05 3.80 -0.70 -0.007
H -0.45 3.61 0.18 -0.013
H 1.73 2.95 1.50 0.028
H 1.61 1.47 0.54 -0.015
H -0.30 2.76 2.64 0.022
H 0.15 -0.10 1.61 -0.031
H -1.21 -1.80 2.45 0.008
H -2.55 -1.34 3.67 0.019
H -2.38 -2.31 1.34 -0.009
H -1.75 -2.54 -0.05 0.011
O -2.38 -2.92 0.57 0.042
H 1.35 -1.50 -1.54 0.000
H 0.83 -0.33 -0.57 0.000
O 1.61 -0.77 -0.98 0.001
H -1.14 -0.30 -2.40 0.001
H -0.50 -0.74 -3.68 -0.001
O -0.99 -1.11 -2.95 0.001
H 2.96 -1.46 0.31 0.000
H 2.04 -1.56 1.45 -0.001
O 2.83 -1.98 1.12 0.000
H 0.73 -3.88 -2.42 0.000
H 0.04 -2.69 -3.06 0.000
O 0.93 -3.11 -2.98 0.002
```

Computed properties:
- multiplicity = 2
- charge = -1
- HOMO (alpha / beta) (eV) = -0.93 / -3.82



# 3
A cluster of 2 separate species, C2H8N4O in total, computed with ωB97M-V with the def2-TZVPD basis set.

XYZ file:
```
15
Properties=species:S:1:pos:R:3:mulliken_charge:R:1
C -8.55 -1.19 -0.98 0.596
C 6.77 1.75 1.19 -0.634
N -8.24 -1.67 0.12 -0.057
N 6.55 2.00 -1.10 -0.503
N -7.36 -2.94 0.07 -0.408
N 7.12 1.59 -0.18 0.482
O -8.70 -0.53 -1.93 -0.122
H 5.82 2.11 1.47 0.337
H 6.97 0.72 1.58 0.308
H 7.35 2.63 1.54 0.331
H -8.85 -1.50 1.03 0.376
H 6.85 1.90 -2.14 0.356
H -7.34 -3.32 -0.86 0.308
H -6.45 -2.66 0.37 0.307
H 8.06 1.10 -0.19 0.323
```

Computed properties:
- multiplicity = 1
- charge = +2
- HOMO (eV) = -17.87



# 4
A cluster of 2 separate species, C4H13N2O4PS in total, computed with ωB97M-V with the def2-TZVPD basis set.

XYZ file:
```
25
Properties=species:S:1:pos:R:3:mulliken_charge:R:1
C 3.24 1.63 0.91 -0.757
C -0.73 0.13 -0.33 -0.404
C -0.25 -1.24 0.05 -0.455
C -1.49 -0.69 0.66 -0.422
N 2.82 -0.06 -1.19 -0.456
N -2.78 -1.20 0.24 -0.255
O -3.78 0.90 1.54 -0.649
O -3.70 0.94 -1.10 -0.639
O -5.31 -0.58 0.12 -0.505
O 2.66 -0.93 1.17 -0.572
P -3.99 0.34 0.21 0.973
S 3.56 -0.12 0.35 0.467
H 2.17 1.80 0.95 0.197
H 3.71 2.31 0.22 0.330
H 3.67 1.74 1.90 0.308
H -1.18 0.29 -1.30 0.229
H -0.21 1.00 0.05 0.192
H -0.34 -2.03 -0.69 0.190
H 0.64 -1.33 0.66 0.249
H -1.51 -0.38 1.69 0.442
H 3.35 0.44 -1.88 0.267
H 1.84 0.20 -1.18 0.216
H -2.73 -1.59 -0.70 0.380
H -3.15 -1.90 0.89 0.339
H -5.66 -0.48 -0.76 0.335
```

Computed properties:
- multiplicity = 1
- HOMO (eV) = -9.57



# 5
A cluster of 7 separate species, C32H34F32O10 in total, computed with ωB97M-V with the def2-TZVPD basis set.

XYZ file:
```
108
Properties=species:S:1:pos:R:3:mulliken_charge:R:1
O -6.89 1.72 9.21 -0.628
C -6.69 2.59 8.34 0.522
O -5.49 2.88 7.91 -0.317
C -5.51 3.92 6.96 -0.384
C -6.75 4.67 7.41 -0.535
C -7.64 3.66 7.92 -0.358
H -5.69 3.64 5.92 0.265
H -4.69 4.62 7.06 0.331
H -7.26 5.34 6.72 0.362
H -6.52 5.29 8.28 0.251
H -8.43 3.22 7.30 0.305
H -8.06 3.85 8.90 0.186
O -0.06 -2.02 3.54 -0.616
C -0.14 -1.49 2.42 0.574
O -0.38 -0.18 2.33 -0.318
C -0.40 0.22 0.97 -0.402
C -0.77 -1.00 0.21 -0.469
C 0.03 -2.10 1.05 -0.435
H 0.47 0.74 0.57 0.260
H -1.21 0.95 0.86 0.295
H -0.43 -0.90 -0.82 0.326
H -1.86 -0.99 0.33 0.243
H 1.05 -2.20 0.70 0.252
H -0.40 -3.10 0.97 0.291
O -0.03 -9.88 1.95 -0.661
C -0.13 -10.62 2.94 0.496
O 0.37 -11.76 2.84 -0.313
C 0.27 -12.57 4.04 -0.344
C -0.34 -11.56 5.00 -0.535
C -0.79 -10.35 4.23 -0.206
H 1.22 -13.03 4.34 0.286
H -0.45 -13.38 3.92 0.237
H 0.43 -11.20 5.68 0.231
H -1.10 -12.09 5.57 0.340
H -0.42 -9.44 4.70 0.237
H -1.87 -10.30 4.09 0.232
C 6.65 2.20 5.59 -0.811
C 7.53 3.30 6.35 0.910
C 8.18 2.63 7.62 0.160
F 8.93 3.51 8.31 -0.268
F 7.38 1.96 8.51 -0.254
F 8.52 3.81 5.53 -0.300
F 6.78 4.34 6.65 -0.296
O 7.42 1.09 5.24 -0.370
C 7.69 0.83 3.85 0.843
C 8.53 -0.53 3.71 0.227
F 7.91 -1.62 4.24 -0.255
F 8.82 -0.93 2.46 -0.250
F 6.59 0.87 3.16 -0.269
F 8.45 1.78 3.38 -0.277
H 6.14 2.74 4.79 0.393
H 5.96 1.88 6.37 0.404
H 8.96 1.91 7.37 0.203
H 9.44 -0.47 4.32 0.211
C -0.26 8.34 -7.01 -0.967
C -1.15 8.53 -5.69 1.007
C -0.99 7.33 -4.74 0.093
F -1.12 6.19 -5.40 -0.252
F 0.22 7.45 -4.17 -0.257
F -0.90 9.76 -5.09 -0.294
F -2.43 8.54 -6.09 -0.291
O -0.64 9.35 -7.87 -0.375
C 0.34 10.35 -8.31 0.880
C -0.29 11.13 -9.50 0.164
F -1.44 11.75 -9.34 -0.238
F 0.48 12.10 -9.90 -0.272
F 0.71 11.03 -7.23 -0.246
F 1.43 9.70 -8.86 -0.283
H -0.62 7.51 -7.63 0.360
H 0.82 8.18 -6.93 0.481
H -1.80 7.30 -4.01 0.283
H -0.38 10.50 -10.39 0.206
C -8.70 -4.55 -0.54 -0.936
C -7.22 -4.92 -0.42 0.975
C -6.56 -4.51 -1.76 0.116
F -7.12 -5.25 -2.69 -0.273
F -6.34 -3.26 -2.18 -0.215
F -6.59 -4.34 0.61 -0.295
F -7.12 -6.21 -0.21 -0.280
O -8.88 -3.13 -0.73 -0.339
C -9.50 -2.40 0.29 0.815
C -9.21 -0.91 0.18 0.181
F -9.79 -0.26 1.23 -0.249
F -7.86 -0.77 0.26 -0.234
F -10.81 -2.72 0.19 -0.303
F -9.08 -2.73 1.54 -0.283
H -9.13 -4.98 0.36 0.401
H -9.13 -5.03 -1.42 0.436
H -5.58 -5.01 -1.76 0.218
H -9.48 -0.51 -0.80 0.265
C 6.00 -0.89 -5.70 -0.812
C 4.91 0.20 -5.99 0.940
C 4.92 0.49 -7.47 0.111
F 3.98 1.33 -7.73 -0.268
F 5.99 1.15 -7.84 -0.284
F 3.67 -0.12 -5.58 -0.285
F 5.15 1.36 -5.41 -0.311
O 5.73 -2.15 -6.36 -0.392
C 6.40 -3.36 -5.95 0.877
C 6.24 -4.49 -6.92 0.184
F 6.85 -5.59 -6.60 -0.245
F 4.98 -4.75 -7.35 -0.243
F 7.72 -3.22 -5.71 -0.251
F 5.66 -3.61 -4.82 -0.283
H 5.97 -1.08 -4.63 0.382
H 7.05 -0.63 -5.81 0.378
H 4.90 -0.43 -8.05 0.315
H 6.70 -4.19 -7.87 0.186
```

Computed properties:
- multiplicity = 1
- HOMO (eV) = -9.74
- SMILES = FC(F)C(F)(F)COC(F)(F)C(F)F.FC(F)C(F)(F)COC(F)(F)C(F)F.FC(F)C(F)(F)COC(F)(F)C(F)F.FC(F)C(F)(F)COC(F)(F)C(F)F.O=C1CCCO1.O=C1CCCO1.O=C1CCCO1



# 6
A structure of composition C2H4LiOPd, computed with ωB97M-V with the def2-TZVPD basis set.

XYZ file:
```
9
Properties=species:S:1:pos:R:3:mulliken_spin:R:1
O -0.32 0.93 -0.85 0.012
Li -0.20 1.08 -2.80 0.491
C 0.51 0.23 -0.07 0.524
C 0.08 -0.70 0.87 -0.136
H 1.57 0.52 -0.10 0.019
H -0.99 -0.77 1.08 0.013
H 0.29 -2.32 0.66 0.472
Pd -1.65 1.86 -0.54 1.588
H 0.71 -0.83 1.76 0.016
```

Computed properties:
- multiplicity = 4
- HOMO (alpha / beta) (eV) = -4.86 / -8.36



# 7
The ion C9H12Cl2N with charge +1, computed with ωB97M-V with the def2-TZVPD basis set.

XYZ file:
```
24
Properties=species:S:1:pos:R:3:mulliken_charge:R:1
C -0.07 3.23 0.04 -0.502
C -1.35 2.54 0.05 -0.487
C 1.12 2.60 0.02 -0.798
C 0.18 0.33 -0.01 -0.180
C -1.36 1.18 -0.06 0.213
C 1.24 1.21 -0.13 0.801
C -0.56 -1.73 -1.21 -0.765
C -0.64 -1.52 1.22 -1.002
C 1.41 -1.78 0.04 -1.209
N 0.10 -1.14 0.02 0.223
Cl -2.80 0.27 -0.16 -0.126
Cl 2.96 0.81 -0.20 -0.176
H -0.15 4.23 0.19 0.476
H -2.33 3.10 -0.04 0.340
H 2.10 3.06 -0.14 0.408
H -1.41 -1.04 -1.49 0.318
H -0.03 -1.94 -2.10 0.366
H -1.05 -2.62 -0.99 0.450
H -0.16 -1.05 2.04 0.433
H -1.67 -1.41 1.36 0.420
H -0.60 -2.57 1.28 0.472
H 1.20 -2.79 0.33 0.436
H 1.85 -1.81 -0.90 0.398
H 2.02 -1.17 0.82 0.489
```

Computed properties:
- multiplicity = 1
- charge = +1
- HOMO (eV) = -13.02
- SMILES = C[N+](C)(C)c1c(Cl)cccc1Cl



# 8
A structure of composition C3H10OSSi, computed with ωB97M-V with the def2-TZVPD basis set.

XYZ file:
```
16
Properties=species:S:1:pos:R:3:mulliken_spin:R:1
C -1.47 1.28 -0.39 0.066
C -1.25 0.30 0.74 -0.019
C -0.33 0.90 1.78 0.622
O 2.20 -0.24 1.04 0.008
Si 2.95 -0.90 -0.13 0.005
S 0.75 2.04 1.41 1.227
H -2.04 2.20 -0.07 -0.008
H -0.49 1.56 -1.00 -0.017
H -2.06 0.83 -1.15 -0.001
H -0.73 -0.53 0.30 0.051
H -2.14 0.00 1.20 0.015
H -0.61 -3.13 -2.82 0.000
H -0.39 0.56 2.83 0.047
H 4.39 -0.88 0.00 0.001
H 2.25 -1.52 -1.18 0.001
H -1.02 -2.48 -2.55 0.001
```

Computed properties:
- multiplicity = 3
- HOMO (alpha / beta) (eV) = -5.80 / -8.99



F_max / eV Å⁻¹: 2.74 1.79 7.26 2.10 6.63 13.59 5.32 3.14